No. 1
DFT (ωB97M-V/def2-TZVPD) results for one molecule with the formula C7H6 at a distorted geometry.

ORCA input file:
```
! wB97M-V def2-TZVPD RIJCOSX def2/J DEFGRID3
* xyz 0 1
C -1.415 -0.317 -0.629
C -1.242 0.198 0.660
C 1.160 1.160 0.284
C -0.087 -0.571 -1.168
C 0.794 -1.114 0.661
C 0.155 0.114 1.087
C 1.075 -0.110 -0.386
H -2.371 -0.361 -1.246
H -1.929 0.784 1.295
H 0.584 1.907 -0.171
H 1.984 1.463 0.800
H 0.150 -1.086 -2.112
H 1.141 -2.067 0.924
*
```

Output
Orbital gap (spin up / spin down) = 7.019 / 7.435 eV
LUMO level (spin up / spin down) = 0.316 / 0.575 eV
HOMO (spin up / spin down) = -0.2464 / -0.2521 Eh
Energy relative to the best compared isomer or geometry (same formula, charge and spin) = 109.9 kcal per mole
E = -270.0609 hartree

***

No. 2
DFT (ωB97M-V/def2-TZVPD) results for C20H40CrN5SSi as an isolated structure at a distorted geometry.

ORCA input file:
```
! wB97M-V def2-TZVPD RIJCOSX def2/J DEFGRID3
* xyz 2 4
Cr 0.198 -0.674 -0.051
C 2.984 0.495 0.170
C 2.147 1.375 -0.750
N 1.132 0.579 -1.474
C 1.710 -0.217 -2.590
C 1.243 -1.673 -2.541
N 1.251 -2.182 -1.152
C 2.616 -2.405 -0.607
C 2.709 -1.862 0.816
N 2.122 -0.506 0.851
H 3.493 1.133 0.893
H 3.762 -0.015 -0.395
H 2.794 1.924 -1.438
H 1.605 2.103 -0.149
H 0.499 1.270 -1.878
H 2.798 -0.173 -2.534
H 1.427 0.204 -3.556
H 1.867 -2.274 -3.208
H 0.218 -1.744 -2.909
H 0.786 -3.085 -1.177
H 3.336 -1.891 -1.241
H 2.886 -3.461 -0.611
H 3.752 -1.876 1.145
H 2.140 -2.496 1.500
H 2.033 -0.219 1.820
C -2.268 -2.167 -0.677
C -2.094 -2.450 0.811
N -0.709 -2.123 1.227
C -0.627 -1.682 2.635
C -1.200 -0.284 2.828
S -0.930 0.912 1.367
C -2.627 0.816 0.667
C -2.629 0.293 -0.761
N -1.705 -0.841 -1.012
H -1.732 -2.918 -1.263
H -3.329 -2.229 -0.935
H -2.791 -1.839 1.380
H -2.335 -3.494 1.015
H -0.173 -2.986 1.160
H -1.160 -2.371 3.299
H 0.426 -1.702 2.922
H -2.268 -0.300 3.028
H -0.719 0.205 3.672
H -3.242 0.211 1.327
H -3.027 1.827 0.669
H -3.654 0.016 -1.029
H -2.318 1.106 -1.415
H -1.572 -0.835 -2.020
C -2.506 4.432 0.382
Si -0.799 3.677 0.146
C 0.442 4.147 1.486
C -0.126 3.842 -1.606
C 1.031 4.609 -1.800
C 1.594 4.762 -3.058
C 1.026 4.133 -4.157
C -0.122 3.370 -3.990
C -0.691 3.228 -2.732
H -2.435 5.521 0.311
H -2.909 4.202 1.370
H -3.221 4.108 -0.375
H 0.376 5.216 1.705
H 1.476 3.940 1.208
H 0.227 3.613 2.412
H 1.483 5.111 -0.952
H 2.466 5.392 -3.183
H 1.466 4.249 -5.138
H -0.587 2.904 -4.850
H -1.618 2.672 -2.640
*
```

Output
Orbital gap (spin up / spin down) = 6.581 / 7.155 eV
LUMO level (spin up / spin down) = -5.031 / -5.717 eV
HOMO (spin up / spin down) = -0.4268 / -0.4731 Eh
Energy relative to the best compared isomer or geometry (same formula, charge and spin) = 12.5 kcal per mole
E = -2791.5268 hartree

***

No. 3
DFT (ωB97M-V/def2-TZVPD) results for a 3-piece molecular cluster, C13H16BrF2N2O6 overall at a distorted geometry.

ORCA input file:
```
! wB97M-V def2-TZVPD RIJCOSX def2/J DEFGRID3
* xyz 1 1
C -3.703 1.430 -3.501
C -2.898 0.818 -2.251
C -1.399 0.379 -2.585
Br -1.205 -0.354 -4.417
C -0.794 -0.581 -1.483
C -1.638 -1.344 -0.466
C -0.747 -2.143 0.449
N 0.631 -2.165 0.346
N 1.439 -1.580 -0.522
C 0.694 -0.818 -1.396
H -4.334 0.595 -3.939
H -4.397 2.231 -3.070
H -3.045 1.941 -4.268
H -2.823 1.643 -1.464
H -3.547 0.000 -1.808
H -0.770 1.337 -2.557
H -2.757 -1.285 -0.387
H -1.246 -2.759 1.267
H 1.133 -2.730 1.058
H 1.321 -0.253 -2.169
C 4.406 -3.026 1.233
C 5.525 -2.910 2.221
O 5.018 -3.579 3.359
C 4.155 -4.518 2.878
O 3.743 -5.438 3.512
O 3.823 -4.276 1.576
F 5.755 -1.616 2.547
H 3.659 -2.234 1.348
H 4.760 -3.027 0.202
H 6.458 -3.382 1.901
C -1.274 4.617 1.816
C -2.487 3.745 1.748
O -2.549 3.391 0.378
C -1.261 3.408 -0.061
O -0.894 2.907 -1.086
O -0.442 4.057 0.805
F -3.604 4.437 2.066
H -1.490 5.660 1.571
H -0.788 4.580 2.791
H -2.427 2.840 2.359
*
```

Output
Orbital gap = 8.095 eV
LUMO level = -5.287 eV
HOMO = -0.4918 Eh
E = -3839.3454 hartree

***

No. 4
DFT (ωB97M-V/def2-TZVPD) results for C35H40AuBrF4NP2 as an isolated structure at a distorted geometry.

ORCA input file:
```
! wB97M-V def2-TZVPD RIJCOSX def2/J DEFGRID3
* xyz -1 1
Au 1.083 -0.031 -0.276
F -1.595 -7.088 0.513
C -0.886 -5.996 0.265
C 0.481 -6.082 0.075
F 1.075 -7.275 0.126
C 1.207 -4.943 -0.180
F 2.510 -5.099 -0.410
C 0.636 -3.663 -0.253
P 1.730 -2.185 -0.153
C 2.746 -2.414 -1.660
C 4.022 -1.861 -1.733
C 4.738 -1.901 -2.919
C 4.177 -2.467 -4.054
C 2.903 -3.009 -3.993
C 2.192 -2.982 -2.804
C 2.852 -2.634 1.225
C 4.061 -3.322 1.130
C 4.763 -3.657 2.278
C 4.272 -3.322 3.532
C 3.066 -2.642 3.636
C 2.362 -2.312 2.491
C -0.757 -3.617 -0.058
Br -1.716 -2.001 -0.223
C -1.498 -4.761 0.173
F -2.822 -4.704 0.308
H 4.452 -1.389 -0.859
H 5.733 -1.476 -2.961
H 4.728 -2.474 -4.986
H 2.458 -3.449 -4.877
H 1.195 -3.405 -2.763
H 4.456 -3.595 0.162
H 5.703 -4.190 2.193
H 4.823 -3.592 4.423
H 2.680 -2.371 4.612
H 1.416 -1.787 2.551
C -1.207 -1.878 3.816
C -0.394 -0.661 4.281
C -1.126 0.029 5.431
P 0.103 0.301 2.725
C -1.147 1.658 2.458
C -2.500 1.029 2.111
C -1.336 2.772 3.487
C 1.661 1.204 3.276
C 1.796 1.546 4.760
C 1.945 2.437 2.410
H -1.361 -2.582 4.641
H -0.698 -2.408 3.008
H -2.187 -1.572 3.447
H 0.562 -1.039 4.664
H -2.138 0.308 5.134
H -0.608 0.916 5.786
H -1.211 -0.667 6.272
H -0.748 2.097 1.533
H -3.001 0.650 3.005
H -2.379 0.206 1.405
H -3.154 1.775 1.652
H -1.789 2.404 4.408
H -2.007 3.527 3.066
H -0.401 3.269 3.738
H 2.441 0.468 3.044
H 1.022 2.238 5.090
H 2.764 2.027 4.928
H 1.758 0.654 5.390
H 1.396 3.308 2.772
H 1.680 2.274 1.363
H 3.010 2.679 2.454
C -0.782 4.180 -0.042
C 0.553 4.204 -0.732
C 1.168 5.402 -1.035
C 2.395 5.455 -1.694
C 2.969 4.254 -2.097
C 2.393 3.026 -1.815
C 3.030 1.774 -2.326
C 1.177 2.936 -1.040
N 0.592 1.820 -0.630
H -1.297 5.138 -0.160
H -0.675 3.980 1.030
H -1.398 3.381 -0.459
H 0.669 6.329 -0.760
H 2.882 6.402 -1.896
H 3.894 4.276 -2.669
H 3.858 2.006 -3.001
H 2.306 1.152 -2.865
H 3.408 1.160 -1.503
*
```

Output
Orbital gap = 4.188 eV
LUMO level = 1.982 eV
HOMO = -0.0811 Eh
Energy relative to the best compared isomer or geometry (same formula, charge and spin) = 11.3 kcal per mole
E = -5204.3074 hartree

***

No. 5
DFT (ωB97M-V/def2-TZVPD) results for C20H22AuN4P as an isolated structure at a distorted geometry.

ORCA input file:
```
! wB97M-V def2-TZVPD RIJCOSX def2/J DEFGRID3
* xyz 2 3
Au 0.225 0.446 -0.527
C -3.999 -2.711 1.962
C -3.010 -3.065 2.874
C -1.728 -2.569 2.781
C -1.364 -1.662 1.747
C -2.401 -1.340 0.839
C -3.677 -1.835 0.929
N -0.151 -1.071 1.518
C 0.981 -1.163 2.245
C 1.154 -1.883 3.458
C 2.356 -1.929 4.112
C 3.481 -1.255 3.614
C 3.368 -0.529 2.458
C 2.145 -0.465 1.769
N 2.037 0.277 0.616
N 3.057 0.890 0.218
C 2.994 1.642 -0.920
C 4.154 2.304 -1.316
C 4.128 3.075 -2.466
C 2.950 3.163 -3.187
C 1.832 2.472 -2.728
N 1.848 1.734 -1.630
H -4.998 -3.114 2.050
H -3.246 -3.751 3.676
H -1.030 -2.917 3.518
H -2.128 -0.660 0.056
H -4.428 -1.549 0.204
H 0.333 -2.406 3.905
H 2.437 -2.495 5.031
H 4.423 -1.302 4.142
H 4.214 0.008 2.059
H 5.041 2.194 -0.708
H 5.015 3.599 -2.795
H 2.882 3.752 -4.090
H 0.900 2.522 -3.270
C -1.433 1.830 -3.438
P -1.636 0.779 -1.968
C -3.054 1.578 -1.152
C -2.253 -0.764 -2.713
H -2.396 1.845 -3.951
H -0.687 1.416 -4.115
H -1.174 2.850 -3.157
H -3.935 1.442 -1.779
H -2.847 2.645 -1.064
H -3.249 1.182 -0.158
H -3.244 -0.577 -3.125
H -2.303 -1.586 -2.001
H -1.582 -1.049 -3.524
*
```

Output
Orbital gap (spin up / spin down) = 6.000 / 6.265 eV
LUMO level (spin up / spin down) = -7.854 / -8.548 eV
HOMO (spin up / spin down) = -0.5091 / -0.5443 Eh
E = -1470.7787 hartree

***

No. 6
DFT (ωB97M-V/def2-TZVPD) results for a 2-piece molecular cluster, C12H17N overall at a distorted geometry.

ORCA input file:
```
! wB97M-V def2-TZVPD RIJCOSX def2/J DEFGRID3
* xyz 0 1
C 2.881 -0.544 2.516
C 1.490 -0.642 3.094
C 3.950 -0.728 3.688
H 3.095 -1.283 1.630
H 3.067 0.518 2.142
H 1.219 -1.674 3.358
H 3.823 0.130 4.405
H 3.850 -1.581 4.278
H 0.685 -0.147 2.470
H 1.452 -0.086 4.036
H 4.944 -0.665 3.179
C -3.912 0.741 -0.738
C -0.142 0.794 -1.107
C -1.354 -0.024 -1.001
C -2.374 0.976 -0.767
C -1.755 2.196 -0.777
C 1.048 0.019 -1.486
C 0.945 -1.317 -1.598
C -0.191 -2.057 -1.548
C -1.482 -1.424 -1.265
N -0.399 2.187 -1.152
H 2.008 0.412 -1.816
H 1.784 -1.868 -2.056
H 0.283 2.943 -1.031
H -0.302 -3.153 -1.740
H -2.166 3.190 -0.946
H -2.496 -1.812 -1.250
H -4.374 0.382 -1.822
H -4.552 1.545 -0.640
H -4.153 -0.107 -0.195
*
```

Output
Orbital gap = 8.820 eV
LUMO level = 0.896 eV
HOMO = -0.2912 Eh
Structure (SMILES) = Cc1c[nH]c2ccccc12.CCC
Energy relative to the best compared isomer or geometry (same formula, charge and spin) = 60.4 kcal per mole
E = -522.1240 hartree

***

No. 7
DFT (ωB97M-V/def2-TZVPD) results for C24H50AsCuF9NO11 as an isolated structure at a distorted geometry.

ORCA input file:
```
! wB97M-V def2-TZVPD RIJCOSX def2/J DEFGRID3
* xyz 1 2
Cu -1.256 -1.142 -3.239
As 0.868 -1.422 0.053
F 1.671 -1.790 1.522
F 1.612 -2.848 -0.604
F 0.136 -1.103 -1.522
F 0.053 -0.059 0.726
F 2.177 -0.419 -0.422
F -0.494 -2.372 0.536
C -0.408 -4.273 2.526
C -0.414 -5.338 3.532
N -0.444 -6.124 4.349
H -0.129 -4.621 1.539
H 0.254 -3.479 2.859
H -1.438 -3.916 2.519
C -4.172 -4.876 -5.226
O -3.436 -4.150 -4.280
C -3.126 -4.936 -3.137
C -2.299 -4.067 -2.198
O -1.372 -3.313 -2.947
C -0.243 -4.095 -3.347
C 0.420 -3.329 -4.447
O 0.743 -2.013 -4.110
C 2.081 -1.872 -3.559
H -3.526 -5.564 -5.789
H -4.589 -4.192 -5.959
H -4.965 -5.480 -4.776
H -2.596 -5.840 -3.451
H -4.085 -5.124 -2.641
H -1.825 -4.656 -1.411
H -3.012 -3.457 -1.648
H -0.498 -5.074 -3.752
H 0.468 -4.179 -2.516
H -0.202 -3.272 -5.343
H 1.358 -3.827 -4.706
H 2.645 -1.462 -4.392
H 2.507 -2.779 -3.142
H 2.107 -1.129 -2.772
C 0.918 0.911 -4.970
O -0.150 0.751 -4.011
C -0.875 1.972 -3.810
C -1.528 2.042 -2.433
O -1.815 0.728 -2.009
C -2.670 0.747 -0.882
C -3.083 -0.715 -0.734
O -3.305 -1.236 -2.062
C -4.679 -1.424 -2.434
H 0.914 0.118 -5.713
H 1.808 0.942 -4.358
H 0.775 1.824 -5.546
H -1.673 1.912 -4.562
H -0.263 2.853 -3.983
H -2.430 2.610 -2.680
H -0.893 2.592 -1.740
H -3.569 1.355 -1.017
H -2.177 1.006 0.060
H -3.843 -0.897 0.027
H -2.231 -1.324 -0.404
H -4.773 -2.079 -3.296
H -5.067 -0.451 -2.768
H -5.268 -1.720 -1.571
C -0.349 2.901 3.040
O -0.037 2.991 4.410
C -0.163 1.727 5.079
C 0.416 1.895 6.466
O -0.060 3.026 7.065
C -0.348 2.967 8.432
C 0.925 3.001 9.283
O 1.523 4.254 9.117
C 2.782 4.324 9.723
H -0.234 3.915 2.657
H -1.402 2.605 2.904
H 0.306 2.208 2.496
H 0.471 1.029 4.512
H -1.221 1.441 5.034
H 1.514 1.874 6.382
H 0.338 0.899 6.948
H -0.933 2.092 8.749
H -0.908 3.855 8.726
H 1.599 2.173 8.986
H 0.683 2.708 10.322
H 3.305 5.222 9.393
H 3.429 3.555 9.265
H 2.760 4.227 10.806
C 6.168 4.338 -2.616
C 4.942 3.533 -2.917
O 4.138 3.454 -1.710
C 2.894 3.203 -1.876
O 2.324 3.075 -2.911
C 2.065 3.140 -0.590
F 2.813 2.928 0.515
F 1.329 4.252 -0.417
F 1.214 2.076 -0.704
H 5.884 5.339 -2.276
H 6.778 4.469 -3.510
H 6.810 3.952 -1.827
H 5.241 2.512 -3.171
H 4.310 3.914 -3.714
*
```

Output
Orbital gap (spin up / spin down) = 6.859 / 3.309 eV
LUMO level (spin up / spin down) = -3.774 / -7.324 eV
HOMO (spin up / spin down) = -0.3908 / -0.3908 Eh
Energy relative to the best compared isomer or geometry (same formula, charge and spin) = 18.8 kcal per mole
E = -6601.5505 hartree

***

No. 8
DFT (ωB97M-V/def2-TZVPD) results for C16H45N4O5Ti as an isolated structure at a distorted geometry.

ORCA input file:
```
! wB97M-V def2-TZVPD RIJCOSX def2/J DEFGRID3
* xyz 0 4
Ti 2.559 -1.146 1.911
O 1.562 0.037 0.475
H 0.836 0.633 0.263
C 0.108 3.687 2.336
C -0.549 2.381 2.723
C -1.509 1.918 1.671
O -2.577 2.842 1.574
C -3.671 2.374 0.820
N 0.494 1.395 3.009
H 0.634 3.591 1.376
H 0.815 4.003 3.097
H -0.638 4.466 2.163
H -1.108 2.554 3.646
H -1.905 0.925 1.941
H -1.016 1.819 0.686
H -3.789 1.288 0.886
H -3.575 2.655 -0.236
H -4.576 2.841 1.213
H 0.879 1.051 2.127
H 0.107 0.575 3.470
C 0.529 -1.037 -3.327
C 0.047 -1.960 -2.204
C -0.556 -3.239 -2.718
O -1.529 -2.967 -3.707
C -1.567 -3.895 -4.757
N 1.103 -2.310 -1.250
H 1.375 -1.483 -3.859
H 0.841 -0.083 -2.901
H -0.268 -0.868 -4.053
H -0.697 -1.401 -1.624
H -1.034 -3.789 -1.897
H 0.244 -3.880 -3.114
H -0.568 -4.092 -5.167
H -2.174 -3.475 -5.560
H -2.007 -4.854 -4.452
H 1.911 -2.651 -1.767
H 1.390 -1.437 -0.794
C -2.276 -2.047 1.093
C -1.302 -2.226 2.252
C -1.429 -3.587 2.914
O -2.774 -3.854 3.183
C -2.972 -5.175 3.639
N 0.099 -2.026 1.864
H -2.070 -1.117 0.561
H -3.294 -1.972 1.485
H -2.277 -2.892 0.401
H -1.545 -1.459 2.997
H -0.789 -3.638 3.806
H -1.008 -4.341 2.215
H -3.998 -5.261 3.988
H -2.269 -5.427 4.437
H -2.844 -5.890 2.814
H 0.153 -1.110 1.416
H 0.305 -2.651 1.077
C 4.922 3.563 -1.253
C 3.676 3.013 -0.576
C 2.426 3.229 -1.408
O 2.205 4.618 -1.579
C 0.922 4.887 -2.086
N 3.863 1.589 -0.270
H 5.770 3.516 -0.572
H 4.764 4.583 -1.599
H 5.170 2.946 -2.125
H 3.537 3.521 0.384
H 1.571 2.805 -0.863
H 2.566 2.757 -2.393
H 0.808 5.967 -2.124
H 0.152 4.443 -1.444
H 0.817 4.486 -3.104
H 4.028 1.101 -1.152
H 2.972 1.176 0.022
*
```

Output
Orbital gap (spin up / spin down) = 6.489 / 9.100 eV
LUMO level (spin up / spin down) = 0.289 / 0.059 eV
HOMO (spin up / spin down) = -0.2278 / -0.3322 Eh
Energy relative to the best compared isomer or geometry (same formula, charge and spin) = 24.2 kcal per mole
E = -2081.1361 hartree